Formula: C2H3FO2
Source: the Open Molecules 2025 dataset
Level of theory: ωB97M-V/def2-TZVPD

Last columns: bonded neighbours and bond lengths (Å).
Atoms and positions in Å:
1 C 0.499 -0.506 -0.174  C2 1.554, O3 1.263, F5 1.338
2 C -0.953 0.016 0.012  C1 1.554, H6 1.073, H7 1.127, H8 1.085
3 O 1.533 0.161 0.111  C1 1.263, O4 1.345
4 O 1.710 1.468 0.379  O3 1.345
5 F 0.805 -1.797 -0.354  C1 1.338
6 H -1.611 -0.748 0.379  C2 1.073
7 H -1.238 0.506 -0.961  C2 1.127
8 H -0.745 0.899 0.608  C2 1.085

Computed properties:
- 2S+1 = 1
- largest force on an atom (eV/Å) = 3.6
- electronic energy (Ha) = -328.17417
- gap between HOMO and LUMO (spin up / spin down) (eV) = 9.53 / 9.53
- HOMO (spin up / spin down) (eV) = -9.401 / -9.402